Record 1
Here is 2 unconnected molecules or ions with the total composition C2H5NSi in a non-equilibrium geometry from OMol25. Energies are from ωB97M-V/def2-TZVPD.

The geometry in XYZ format:
```
9
C2H5NSi, DFT ωB97M-V/def2-TZVPD
C 3.3884 -0.3188 -0.0267
C 1.9979 -0.5822 -0.0109
N 4.5138 -0.1137 0.0761
Si 1.1390 1.2020 -0.0539
H 1.7428 -0.9709 -1.0528
H 1.6100 -1.3658 0.8204
H -2.6857 1.2043 1.7362
H -2.1116 1.5004 1.3432
H 2.4881 1.6370 -0.7112
```

Properties
Energy above the lowest of the compared OMol25 structures with the same formula, charge and spin: 2.842 eV
E_HOMO: -9.2 eV
Molar mass: 71.155 g mol⁻¹

Löwdin atomic charge list, values in e, 8 entries: number 1, C, carries -0.479; number 2, C, carries -0.480; number 3, N, carries 0.128; number 4, Si, carries 0.767; number 5, H, carries 0.082; number 6, H, carries 0.119; number 7, H, carries 0.014; number 8, H, carries -0.025

---

Record 2
Here is 2 unconnected molecules or ions with the total composition C2H5O2 in a non-equilibrium geometry from OMol25. Energies are from ωB97M-V/def2-TZVPD.

The geometry in XYZ format:
```
9
C2H5O2, DFT ωB97M-V/def2-TZVPD
O 0.8823 -1.3747 -1.9267
H 0.3699 -1.6307 -1.0583
C -0.0112 1.3907 0.2192
C -0.5891 0.7787 1.1332
O -0.6048 -0.7414 1.0465
H 0.8569 -0.3919 -1.5454
H 0.3792 2.1097 -0.3333
H -1.1414 1.0720 2.0217
H -0.1418 -1.2125 0.4431
```

Properties
Net charge: -1
Energy above the lowest of the compared OMol25 structures with the same formula, charge and spin: 4.762 eV
E_HOMO: -1.6 eV
Molar mass: 61.060 g mol⁻¹

Löwdin atomic charge list, values in e, 8 entries: number 1, O, carries -0.225; number 2, H, carries 0.030; number 3, C, carries -0.080; number 4, C, carries -0.403; number 5, O, carries -0.189; number 6, H, carries 0.039; number 7, H, carries -0.126; number 8, H, carries 0.039

---

Record 3
Here is a molecular structure, C2H5O2P in a non-equilibrium geometry from OMol25. Energies are from ωB97M-V/def2-TZVPD.

The geometry in XYZ format:
```
10
C2H5O2P, DFT ωB97M-V/def2-TZVPD
C 0.7712 -0.7849 0.2534
C -0.7126 0.1655 0.0219
O -1.7591 0.4540 1.0322
O 1.6945 0.3598 -0.0330
P 0.5172 1.2969 -0.8592
H 1.1826 -1.3891 1.1545
H 0.6964 -1.2766 -0.6885
H -1.2155 -0.4589 -0.5206
H -1.4284 1.3208 1.4900
H 0.2536 0.3126 -1.8506
```

Properties
Energy above the lowest of the compared OMol25 structures with the same formula, charge and spin: 3.043 eV
E_HOMO: -9.5 eV
Molar mass: 92.034 g mol⁻¹

Löwdin atomic charge list, values in e, 8 entries: number 1, C, carries -0.162; number 2, C, carries -0.422; number 3, O, carries -0.121; number 4, O, carries -0.493; number 5, P, carries 0.934; number 6, H, carries 0.134; number 7, H, carries 0.051; number 8, H, carries 0.008

---

Record 4
Here is 2 unconnected molecules or ions with the total composition C2H5O2S in a non-equilibrium geometry from OMol25. Energies are from ωB97M-V/def2-TZVPD.

The geometry in XYZ format:
```
10
C2H5O2S, DFT ωB97M-V/def2-TZVPD
C 0.5032 -2.1857 -0.0928
S -0.7913 -1.1696 0.5879
H 0.0100 -3.1831 -0.2816
H 1.3344 -2.4678 0.5179
H 0.7876 -1.8635 -1.0596
O 0.7136 0.9156 -1.1667
C 0.6033 2.0344 -0.4158
O -0.2787 2.0931 0.5250
H 1.1897 2.9982 -0.4408
H -0.7792 0.0675 0.0429
```

Properties
Net charge: -1
Energy above the lowest of the compared OMol25 structures with the same formula, charge and spin: 1.383 eV
E_HOMO: -4.3 eV
Molar mass: 93.127 g mol⁻¹

Löwdin atomic charge list, values in e, 8 entries: number 1, C, carries -0.541; number 2, S, carries 0.603; number 3, H, carries 0.017; number 4, H, carries 0.003; number 5, H, carries 0.000; number 6, O, carries -0.267; number 7, C, carries -0.521; number 8, O, carries -0.212

---

Record 5
Here is 2 unconnected molecules or ions with the total composition C2H5O2S2 in a non-equilibrium geometry from OMol25. Energies are from ωB97M-V/def2-TZVPD.

The geometry in XYZ format:
```
11
C2H5O2S2, DFT ωB97M-V/def2-TZVPD
C 2.0191 -0.0593 0.2426
C 0.5553 -0.2089 -0.2063
O -3.3554 0.5333 -1.3093
O -3.2611 0.9938 1.0534
S -0.3142 -1.8320 0.1698
S -3.2950 -0.0434 0.0233
H 1.9627 -0.1271 1.2917
H 2.6597 -0.7362 -0.1256
H 2.3193 0.8879 0.1014
H 0.6354 -0.1056 -1.3884
H 0.0742 0.6975 0.1473
```

Properties
Net charge: -1
Energy above the lowest of the compared OMol25 structures with the same formula, charge and spin: 1.949 eV
E_HOMO (spin up / spin down): -3.0 / -3.0 eV
Molar mass: 125.194 g mol⁻¹

Löwdin atomic charge list, values in e, 8 entries: number 1, C, carries -0.217; number 2, C, carries -0.782; number 3, O, carries -0.500; number 4, O, carries -0.505; number 5, S, carries 0.094; number 6, S, carries 0.752; number 7, H, carries 0.042; number 8, H, carries 0.016

---

Record 6
Here is a molecular structure, C2H5O2Tl in a non-equilibrium geometry from OMol25. Energies are from ωB97M-V/def2-TZVPD.

The geometry in XYZ format:
```
10
C2H5O2Tl, DFT ωB97M-V/def2-TZVPD
C 0.5540 0.1236 0.8357
C 0.3929 0.2315 -0.6747
O -0.5544 -0.6744 -1.1189
Tl -2.2205 -0.6769 -1.8390
H 1.0334 -0.8434 1.0752
H 1.1608 0.9512 1.2297
H 1.3780 0.0308 -1.1417
H 0.1603 1.2876 -0.9227
O -0.7250 0.1766 1.4474
H -1.1796 -0.6067 1.1090
```

Properties
Net charge: +1
Spin multiplicity: 2
Energy above the lowest of the compared OMol25 structures with the same formula, charge and spin: 0.000 eV
E_HOMO (spin up / spin down): -14.7 / -14.5 eV
Molar mass: 265.443 g mol⁻¹

Löwdin atomic charge list, values in e, 8 entries: number 1, C, carries -0.208; number 2, C, carries -0.262; number 3, O, carries -0.456; number 4, Tl, carries 1.316; number 5, H, carries 0.139; number 6, H, carries 0.146; number 7, H, carries 0.153; number 8, H, carries 0.152

---

- Which of these has the highest molar mass?
  C2H5O2Tl

---

- The highest molar mass belongs to which entry?
  C2H5O2Tl

---

- The lowest molar mass belongs to which entry?
  C2H5O2

---

- Number 4 is which compound?
  C2H5O2S